Entry 1:
Computed, not measured: C19H35IN4OS4Si2Sr as an isolated structure at a distorted geometry, with ωB97M-V/def2-TZVPD.

XYZ file:
```
67
Properties=species:S:1:pos:R:3:forces:R:3
Sr -0.66796 0.87813 0.83524 -2.7 -1.7 -5.2
N 0.59224 3.36989 -0.74510 0.3 0.0 0.4
C 1.06892 4.18918 0.36543 0.0 0.0 0.0
C 0.04171 4.17585 1.49138 0.1 0.0 -0.2
N -0.22371 2.80568 1.85855 0.7 1.0 1.5
C 0.82707 2.13353 2.66736 0.3 0.4 0.3
C 1.52801 0.90178 2.00403 0.5 0.4 0.6
N 0.76352 -0.38382 2.15082 0.9 0.3 1.1
H 1.28789 3.30552 -1.47541 -0.1 -0.1 -0.1
H -0.28870 3.70123 -1.12314 0.0 -0.1 -0.1
H 1.30920 5.23015 0.10355 -0.1 0.0 0.0
H 1.99713 3.73681 0.73308 0.0 0.0 0.0
H -0.89663 4.60194 1.12978 0.0 0.0 0.0
H 0.38122 4.77894 2.34393 0.0 0.0 0.0
H -1.10993 2.68546 2.36258 0.1 0.7 0.5
H 0.39061 1.83338 3.62081 0.0 0.1 0.0
H 1.59103 2.87918 2.89687 0.1 -0.1 0.0
H 2.50761 0.78901 2.46365 0.0 0.1 0.0
H 1.71199 1.10009 0.93672 0.1 -0.2 0.2
H -0.06827 -0.12249 2.70281 0.2 -0.8 0.9
H 1.27137 -1.01581 2.75464 0.0 -0.1 -0.2
C 0.27762 -4.47199 -1.34227 -0.1 0.1 0.1
Si 0.27644 -2.76927 -0.45445 0.0 0.1 -0.1
C 1.92857 -2.84077 0.50455 -0.1 0.0 -0.1
C -1.16673 -2.95152 0.76690 0.0 0.1 0.0
C 0.16383 -1.31397 -1.56884 0.1 -0.4 0.0
C 1.44071 -0.67967 -1.88222 -0.2 0.0 0.0
C 2.20598 -0.99154 -3.03685 0.0 0.1 -0.1
C 3.38933 -0.34359 -3.30842 0.0 0.0 0.0
C 3.85966 0.62373 -2.42088 0.0 0.0 0.1
C 3.07901 0.87155 -1.30644 0.1 0.0 -0.1
N 1.92211 0.27130 -1.04917 0.0 0.0 0.3
Si -0.98211 -1.43401 -3.00353 0.0 -0.2 0.0
C -0.90525 0.12351 -4.07782 0.1 0.0 0.1
C -2.73457 -1.83724 -2.41769 0.1 0.0 0.0
C -0.66228 -2.80847 -4.32421 -0.1 0.1 0.1
H 0.43773 -5.26918 -0.60723 0.0 0.0 0.0
H 1.07510 -4.52884 -2.08887 0.0 0.0 0.0
H -0.67053 -4.67113 -1.84731 0.0 0.0 0.0
H 2.51890 -3.69562 0.16113 0.0 0.0 0.0
H 1.75241 -2.97014 1.57445 0.0 0.0 0.0
H 2.52535 -1.93721 0.36717 0.0 0.0 0.0
H -0.84961 -3.47870 1.67173 0.0 0.0 0.0
H -1.98254 -3.52527 0.31857 0.0 0.0 0.0
H -1.59410 -1.99827 1.08804 0.0 0.0 0.0
H 1.84634 -1.76990 -3.69607 0.0 0.0 0.0
H 3.95634 -0.59874 -4.19776 0.0 0.0 0.0
H 4.78448 1.16071 -2.58567 0.0 0.0 0.0
H 3.39602 1.61966 -0.57841 0.0 0.0 0.0
H -0.65874 1.00434 -3.48495 0.0 0.0 0.0
H -1.86726 0.31993 -4.55732 0.0 0.0 0.0
H -0.14861 -0.00027 -4.85946 0.0 0.0 0.0
H -2.94866 -1.39096 -1.44671 0.0 0.0 0.0
H -2.86966 -2.92165 -2.33888 0.0 0.0 0.0
H -3.47735 -1.45298 -3.12131 0.0 0.0 0.0
H 0.21486 -2.59435 -4.94160 0.0 0.0 0.0
H -1.52685 -2.84488 -4.99822 0.0 0.0 0.0
H -0.53727 -3.80186 -3.89076 0.0 0.0 0.0
O -5.30442 0.84250 7.61481 0.2 -0.2 0.2
C -4.45332 1.10824 6.78564 -0.5 0.3 -0.4
S -4.12083 0.12929 5.36809 0.2 -0.1 0.0
C -2.90480 1.17123 4.60415 -0.1 0.3 0.6
C -2.61954 2.33833 5.23423 -0.3 -0.3 0.1
S -1.53227 3.61023 4.82560 0.2 0.1 -0.1
S -3.54602 2.60807 6.73547 0.2 -0.1 0.0
S -2.24638 0.51412 3.14041 -0.1 -0.3 -0.2
I -2.75542 2.00163 -1.40522 -0.1 0.2 0.1
```
Positions in Å, forces in eV/Å.

**Calculated total energy**: -96317.499 eV
**Energy above the lowest of the compared OMol25 structures with the same formula, charge and spin**: 85.7 kcal/mol
**Total charge**: -2
**Kohn-Sham gap**: 5.055 eV
**Max |F|**: 6.1 eV Å⁻¹
**Highest occupied orbital energy**: -1.136 eV

***

Entry 2:
Computed, not measured: a 2-piece molecular cluster, C7H10Cl3N3O4PS overall at a distorted geometry, with ωB97M-V/def2-TZVPD.

XYZ file:
```
29
Properties=species:S:1:pos:R:3:forces:R:3
O -0.87058 0.09072 4.43616 0.5 0.2 0.3
P -0.61867 -1.01019 3.47572 -1.2 1.1 0.1
C -0.94179 -0.55414 1.72287 0.7 -0.9 0.5
N -0.01600 -1.32983 0.90613 0.0 -0.1 0.0
C 0.04222 -0.89770 -0.46120 -0.1 0.3 -0.2
C 0.48677 0.55804 -0.68182 0.3 0.4 0.5
S 2.01988 0.92630 0.27484 0.2 -0.1 -0.1
C 2.01323 2.67499 0.14916 -0.7 -1.6 0.4
N 2.82109 3.45977 -0.43521 0.6 0.6 -0.6
N 2.30915 4.73741 -0.22733 1.4 0.9 -0.8
C 1.26412 4.61464 0.45953 -1.1 -0.9 0.8
O 0.99886 3.31584 0.76054 -0.5 0.5 0.2
C -2.44269 -0.87210 1.44383 -1.5 0.6 0.0
O -3.23129 0.04602 1.77176 0.7 0.1 0.0
O -2.73642 -1.97278 0.96682 0.5 -0.6 -0.3
H -1.48386 -2.07789 3.79887 0.5 -0.4 -0.4
H 0.71848 -1.48979 3.52218 -0.1 -0.3 -0.2
H -0.81217 0.53023 1.67424 0.1 0.1 0.1
H 0.89495 -1.43325 1.33136 0.1 0.2 -0.1
H 0.65025 -1.54049 -1.09773 0.1 -0.2 0.6
H -0.97668 -0.96157 -0.84887 -0.1 -0.1 -0.1
H -0.26341 1.24736 -0.30930 -0.2 0.1 -0.1
H 0.72722 0.77747 -1.71662 -0.2 -0.1 -0.2
H 0.57475 5.34792 0.82629 0.0 0.2 0.0
C -0.27031 -2.78571 -4.44124 -0.1 -0.1 0.2
Cl 0.67099 -1.60546 -3.52833 0.1 0.0 -0.5
Cl 0.75711 -4.11884 -4.98568 0.0 0.0 -0.1
Cl -1.61138 -3.38399 -3.47157 0.0 0.0 0.0
H -0.67384 -2.29298 -5.31540 0.0 0.0 0.0
```
Positions in Å, forces in eV/Å.

**Calculated total energy**: -77773.334 eV
**Energy above the lowest of the compared OMol25 structures with the same formula, charge and spin**: 6.0 kcal/mol
**Total charge**: -1
**Kohn-Sham gap**: 7.009 eV
**Max |F|**: 1.9 eV Å⁻¹
**Highest occupied orbital energy**: -4.722 eV

***

Entry 3:
Computed, not measured: the molecule C3H4N4O at a distorted geometry, with ωB97M-V/def2-TZVPD.

XYZ file:
```
12
Properties=species:S:1:pos:R:3:forces:R:3
C 0.08252 1.36608 -1.63456 0.5 -0.4 1.8
C 0.06305 1.08917 -0.31094 -0.7 1.4 -0.6
C -0.26114 -1.37348 -0.15547 -0.5 -1.3 1.7
H 0.33334 0.62689 -2.33791 -0.2 -0.9 -0.9
H -0.01330 2.38657 -1.99584 0.1 -0.2 0.4
H -0.03402 1.96006 0.32450 -0.1 -0.3 0.5
H 0.76084 0.10437 2.23138 1.1 0.6 0.8
N 0.00270 -0.14160 0.37233 0.6 -0.3 -0.7
N 0.01153 -0.31586 1.75590 -1.0 0.0 -0.6
N -0.12954 -1.64718 2.02687 -0.2 0.3 -0.8
N -0.39203 -2.27532 0.97193 0.5 0.7 0.9
O -0.42396 -1.77969 -1.24818 0.0 0.4 -2.5
```
Positions in Å, forces in eV/Å.

**Calculated total energy**: -11180.735 eV
**Energy above the lowest of the compared OMol25 structures with the same formula, charge and spin**: 74.6 kcal/mol
**Kohn-Sham gap**: 9.516 eV
**Max |F|**: 2.5 eV Å⁻¹
**SMILES**: C=Cn1[nH]nnc1=O
**Highest occupied orbital energy**: -9.364 eV

***

Entry 4:
Computed, not measured: C61H53HfN2O4P2S as an isolated structure at a distorted geometry, with ωB97M-V/def2-TZVPD.

XYZ file:
```
124
Properties=species:S:1:pos:R:3:forces:R:3
Hf 0.33068 0.55670 0.01993 0.9 0.6 0.5
O 1.55972 -0.01174 1.34650 -0.4 -0.1 -0.1
C 1.80944 0.00591 2.68937 -0.1 0.0 -0.1
C 2.84088 -0.77585 3.18045 -0.2 0.2 0.3
C 3.08989 -0.77429 4.54424 0.0 0.0 -0.1
C 2.30868 -0.01106 5.40216 -0.1 0.1 0.0
C 1.28314 0.76691 4.89823 0.1 0.0 -0.1
C 1.01970 0.80699 3.52395 0.3 -0.1 0.1
C -0.02696 1.67507 2.99635 0.1 0.0 0.3
N -0.58312 1.65967 1.78062 0.1 -0.1 0.1
C -1.54558 2.65475 1.76988 -0.2 0.2 0.0
C -1.56352 3.27149 2.97580 -0.1 -0.1 -0.1
N -0.60327 2.65041 3.72875 0.1 -0.1 -0.2
H 3.42733 -1.37483 2.50183 0.0 0.0 -0.1
H 3.88998 -1.38227 4.94174 0.0 0.0 0.0
H 2.49205 -0.03142 6.46548 0.0 0.0 0.1
H 0.66857 1.32078 5.59478 0.0 0.0 0.0
H -2.15538 2.84584 0.90451 0.0 0.0 0.0
H -2.16439 4.07332 3.36096 -0.1 0.1 0.0
H -0.39562 2.85291 4.69314 0.0 0.0 0.0
C -1.86851 -6.68102 -0.84107 0.0 0.0 0.0
C -2.62970 -5.45856 -1.38229 0.0 0.0 0.0
C -3.89043 -5.91695 -2.12578 0.0 0.0 0.0
C -3.00665 -4.57087 -0.21008 0.1 0.1 0.0
C -3.96560 -4.95635 0.72112 0.0 0.0 0.0
C -4.26687 -4.17996 1.82983 0.0 0.0 0.0
C -3.60435 -2.98421 2.03498 0.1 0.0 -0.1
C -2.64038 -2.56045 1.11709 -0.2 -0.1 0.3
P -1.87554 -0.92976 1.27437 0.1 0.0 -0.2
C -1.89268 -0.76687 3.08203 -0.1 0.2 0.0
C -2.64948 0.17466 3.77202 0.0 0.0 0.0
C -2.64480 0.18883 5.16145 0.0 -0.1 0.0
C -1.88468 -0.73461 5.86361 0.0 0.0 0.0
C -1.12363 -1.67210 5.17742 0.0 0.0 0.1
C -1.12996 -1.69230 3.79505 0.0 0.0 0.0
C -3.11643 0.16744 0.53079 -0.1 0.0 0.0
C -2.73966 0.79458 -0.65200 0.3 0.1 -0.2
C -3.59147 1.62317 -1.36813 -0.1 0.0 0.1
C -4.87559 1.82691 -0.88105 0.1 0.0 0.0
C -5.28427 1.19355 0.28745 0.0 0.0 0.0
C -4.42131 0.36341 0.98530 0.1 -0.1 0.0
C -2.36759 -3.36180 0.02320 0.1 0.0 -0.2
O -1.40472 -2.84929 -0.80709 -0.1 0.0 0.0
C -1.15087 -3.47887 -1.99268 0.0 0.0 0.1
C -0.24552 -2.81146 -2.80555 0.1 -0.2 -0.2
C 0.14659 -3.42313 -4.00137 0.0 0.0 0.1
C -0.41262 -4.62731 -4.38025 0.0 0.0 0.0
C -1.33453 -5.24981 -3.55219 0.0 0.0 0.0
C -1.71364 -4.70487 -2.33111 0.1 0.1 0.0
P 0.50123 -1.24073 -2.30481 -0.3 0.0 0.1
C -0.07697 -0.00974 -3.52083 0.0 0.0 -0.2
C -0.49341 -0.32655 -4.81641 0.0 -0.1 0.1
C -0.92205 0.66324 -5.68654 0.0 0.0 0.0
C -0.95588 1.99066 -5.28837 0.0 0.0 0.1
C -0.57313 2.32900 -3.99558 0.0 -0.1 -0.1
C -0.14519 1.32890 -3.13422 -0.1 0.3 0.3
C 2.24823 -1.61845 -2.64770 0.0 0.1 -0.2
C 2.86070 -1.31182 -3.85907 0.0 -0.1 0.0
C 4.18235 -1.67557 -4.08343 0.0 0.0 0.0
C 4.89574 -2.34471 -3.10128 0.0 0.0 0.0
C 4.28374 -2.66422 -1.89468 0.1 0.0 0.0
C 2.96464 -2.30458 -1.66764 0.0 -0.1 0.1
H -2.49761 -7.24638 -0.15504 0.0 0.0 0.0
H -0.96581 -6.38049 -0.30876 0.0 0.0 0.0
H -1.58149 -7.34232 -1.65734 0.0 0.0 0.0
H -4.55193 -6.47352 -1.46537 0.0 0.0 0.0
H -3.63746 -6.58872 -2.94333 0.0 0.0 0.0
H -4.44281 -5.07110 -2.53274 0.0 0.0 0.0
H -4.48597 -5.89384 0.58724 0.0 0.0 0.0
H -5.01196 -4.51403 2.53665 0.0 0.0 0.0
H -3.83053 -2.39283 2.91074 0.0 0.0 0.0
H -3.25470 0.89453 3.23830 0.0 0.0 0.0
H -3.25893 0.90169 5.69360 0.0 0.0 0.0
H -1.89804 -0.73694 6.94406 0.0 0.0 0.1
H -0.53752 -2.39670 5.72414 0.0 0.0 0.0
H -0.55459 -2.44946 3.27496 0.0 0.0 -0.1
H -1.76026 0.59548 -1.12396 -0.2 -0.2 0.0
H -3.26593 2.07822 -2.29315 0.0 0.0 0.0
H -5.56563 2.46183 -1.41840 0.0 0.0 0.0
H -6.29233 1.33826 0.65047 0.0 0.0 0.0
H -4.77354 -0.14099 1.87584 0.0 0.0 0.0
H 0.90344 -2.97653 -4.62865 0.1 0.1 0.0
H -0.11554 -5.09529 -5.30704 0.0 0.0 0.0
H -1.74448 -6.20297 -3.85372 0.0 0.0 0.0
H -0.50676 -1.35250 -5.15427 0.0 0.0 0.0
H -1.23796 0.39233 -6.68442 0.0 0.0 0.0
H -1.29048 2.75371 -5.97581 0.0 0.1 0.0
H -0.60822 3.35591 -3.65833 0.0 0.0 0.0
H 0.13748 1.69240 -2.13337 0.1 -0.2 -0.3
H 2.31610 -0.78924 -4.63538 -0.1 0.0 0.0
H 4.65116 -1.43965 -5.02849 0.0 0.0 0.0
H 5.92386 -2.62799 -3.27712 0.0 0.0 0.0
H 4.82977 -3.21055 -1.13859 0.0 0.0 0.0
H 2.49073 -2.59060 -0.73078 0.0 0.0 0.0
O 0.93459 2.61853 -0.19708 -0.3 -0.2 -0.1
S 1.24548 3.76114 0.84026 -0.1 -0.1 0.0
C 1.42155 5.22266 -0.12485 0.1 0.0 -0.1
C 2.21082 5.31453 -1.26994 0.0 0.0 0.0
C 2.30539 6.53160 -1.91708 0.0 -0.1 0.0
C 1.63438 7.64421 -1.41651 0.0 0.0 0.0
C 0.85661 7.54404 -0.27688 0.0 0.0 0.0
C 0.73890 6.32341 0.37494 -0.1 0.0 0.0
C 2.85302 3.40320 1.47889 0.1 0.1 -0.1
C 3.93913 3.05782 0.67905 0.0 0.0 0.0
C 5.16061 2.81313 1.27700 0.0 0.0 0.0
C 5.30071 2.94118 2.65585 0.1 0.0 0.0
C 4.22527 3.31692 3.44041 -0.1 0.0 0.0
C 2.98867 3.54528 2.85304 0.0 0.0 0.0
H 2.74915 4.45883 -1.64631 0.0 0.0 0.0
H 2.91068 6.62329 -2.80683 0.0 0.0 0.0
H 1.72524 8.59394 -1.92368 0.0 0.0 0.0
H 0.33604 8.40946 0.10497 0.0 0.0 0.0
H 0.12105 6.23309 1.25811 0.0 0.0 0.1
H 3.83335 2.99983 -0.39218 0.0 0.0 0.0
H 6.01532 2.54593 0.67102 0.0 0.0 0.0
H 6.26319 2.76564 3.11411 0.0 0.0 0.0
H 4.34702 3.44063 4.50634 0.0 0.0 0.1
H 2.14506 3.84744 3.45562 -0.1 0.0 0.1
C 2.89464 1.48016 -2.21886 0.0 0.0 0.0
O 2.38593 0.71782 -1.10083 -0.2 0.1 0.2
H 2.66469 0.98771 -3.15967 0.0 0.1 0.1
H 3.97377 1.58358 -2.12098 0.0 0.0 0.0
H 2.40939 2.44834 -2.18059 0.0 0.0 0.0
H 2.96095 -0.04173 -0.93246 0.1 -0.1 -0.2
```
Positions in Å, forces in eV/Å.

**Calculated total energy**: -105989.184 eV
**Energy above the lowest of the compared OMol25 structures with the same formula, charge and spin**: 9.0 kcal/mol
**Total charge**: +3
**Kohn-Sham gap**: 7.310 eV
**Max |F|**: 1.2 eV Å⁻¹
**Highest occupied orbital energy**: -14.585 eV

***

Entry 5:
Computed, not measured: the molecule CH5N3S2 at a distorted geometry, with ωB97M-V/def2-TZVPD.

XYZ file:
```
11
Properties=species:S:1:pos:R:3:forces:R:3
C -1.10821 0.02807 0.57749 -0.8 3.0 -2.3
H 0.83938 1.48688 -2.31472 -0.4 -0.2 2.9
H -1.62990 1.74983 -0.51427 3.0 -3.6 -0.3
H -2.63716 1.08143 1.02952 -0.2 0.6 -0.3
H -0.52320 -1.49569 1.52479 -0.4 -1.6 1.9
H 2.29173 -1.14500 0.79320 -1.9 -0.8 -1.4
N -0.82465 0.84900 -0.57313 -3.6 3.7 0.3
N -2.14814 0.25214 1.28575 1.0 -1.6 0.6
N -0.27924 -0.98924 0.74386 3.7 -2.0 -1.4
S 0.68933 1.55875 -0.80332 0.9 0.3 -2.5
S 1.25271 -1.72307 -0.08286 -1.2 2.2 2.5
```
Positions in Å, forces in eV/Å.

**Calculated total energy**: -27255.968 eV
**Energy above the lowest of the compared OMol25 structures with the same formula, charge and spin**: 49.5 kcal/mol
**Kohn-Sham gap**: 8.976 eV
**Max |F|**: 5.2 eV Å⁻¹
**SMILES**: N=C(NS)NS
**Highest occupied orbital energy**: -8.921 eV